Entry 1:
11
Properties=species:S:1:pos:R:3:forces:R:3:lowdin_charge:R:1 method="wB97M-V/def2-TZVPD" orbital_gap_ev=8.952 e_tot_ev=-19034.41450 lumo_ev=-0.40 multiplicity=1
C -0.848822 -2.077983 -0.221879 -0.528 -2.214 0.373 -0.028
C -0.050006 0.300857 0.033654 -0.833 3.586 -1.369 -0.831
C -1.236977 0.940517 -0.472967 -1.571 0.325 -0.926 -0.238
H -1.675758 -1.755778 -1.047926 1.873 -1.090 2.451 0.137
H -1.121195 -2.241359 0.918880 -0.744 -0.575 -2.682 0.124
H -0.152748 -3.238165 -0.551934 -2.137 4.275 0.750 0.204
H 1.543954 -0.645792 0.957365 1.241 0.675 0.532 -0.020
N 0.024962 -0.955966 0.035438 2.040 -4.640 -0.100 -0.268
N -2.133934 1.489142 -0.964062 1.050 -0.717 0.745 0.181
O 1.197891 -1.472237 0.596161 -1.102 -0.390 -0.550 -0.017
S 1.212516 1.309151 0.338865 0.711 0.764 0.778 0.757



Entry 2:
79
Properties=species:S:1:pos:R:3:forces:R:3:lowdin_charge:R:1 method="wB97M-V/def2-TZVPD" orbital_gap_ev=6.881 e_tot_ev=-51864.55025 lumo_ev=-3.28 multiplicity=1 charge=+1
Sn -0.810343 0.019972 -1.816840 0.389 0.123 -0.389 1.200
C -4.032999 3.949864 -0.754333 -0.052 -0.110 0.023 -0.106
C -3.633015 2.644596 -1.436229 0.273 -0.081 -0.037 -0.527
C -2.717086 2.941589 -2.631003 -0.082 -0.106 0.051 -0.152
P -2.776407 1.369563 -0.384654 -0.513 0.122 0.474 0.962
C -4.068673 0.476877 0.607622 0.254 -0.057 -0.050 -0.535
C -5.066355 1.305068 1.409688 0.036 -0.002 -0.090 -0.098
C -3.325203 -0.520098 1.503085 -0.068 0.053 -0.102 -0.124
C -1.654463 2.208783 0.758526 0.012 -0.185 -0.257 -0.296
C -2.089717 3.163708 1.681895 0.111 0.016 0.102 -0.057
C -1.216291 3.816423 2.534078 -0.075 0.048 0.071 -0.269
C -1.683924 4.884078 3.485562 0.078 -0.023 -0.050 -0.042
C 0.132543 3.476189 2.452520 -0.067 -0.049 -0.039 -0.018
C 0.585438 2.519619 1.567790 0.081 -0.067 -0.071 -0.009
C -0.291357 1.850216 0.700120 -0.090 0.138 0.121 -0.304
N 0.183175 0.859242 -0.170873 -0.049 -0.281 -0.147 -0.186
C 1.500989 0.347331 0.059913 0.111 0.005 0.079 -0.293
C 2.557083 0.719207 -0.777674 0.014 0.107 0.110 -0.229
C 2.390252 1.814957 -1.797699 -0.063 -0.117 0.061 -0.031
C 3.797326 0.114253 -0.607496 0.002 -0.034 0.005 -0.007
C 4.020887 -0.836851 0.379585 0.005 -0.036 -0.063 -0.259
C 5.375155 -1.467792 0.556458 -0.038 0.063 0.045 -0.041
C 2.969694 -1.154405 1.231694 0.005 0.022 -0.004 -0.009
C 1.715794 -0.572856 1.095887 0.058 0.204 0.065 -0.219
C 0.632295 -0.889513 2.091661 0.151 0.260 0.197 -0.033
H -4.550946 4.579173 -1.479972 -0.002 0.016 0.008 0.088
H -3.153127 4.490009 -0.405753 -0.008 0.025 -0.006 0.080
H -4.703625 3.791998 0.088593 0.019 0.067 0.011 0.059
H -4.532894 2.132579 -1.793459 0.012 -0.026 -0.005 0.114
H -1.748785 3.316025 -2.284370 0.004 0.029 -0.037 0.081
H -3.162156 3.705387 -3.269300 0.023 0.021 0.002 0.086
H -2.551334 2.051600 -3.240752 0.023 0.047 -0.031 0.029
H -4.622958 -0.083728 -0.153616 0.022 -0.003 -0.009 0.109
H -4.573247 1.877774 2.194779 -0.017 -0.001 0.006 0.072
H -5.775967 0.629192 1.890102 -0.020 0.026 0.018 0.087
H -5.633329 1.982325 0.772532 -0.025 0.011 0.048 0.067
H -2.740696 0.008551 2.258329 0.020 -0.021 0.012 0.080
H -2.646625 -1.143251 0.912292 -0.006 -0.052 0.069 0.051
H -4.031180 -1.176080 2.013267 0.003 -0.005 -0.001 0.087
H -3.140054 3.414504 1.734307 0.007 0.018 -0.038 0.090
H -2.769513 4.897464 3.570453 -0.003 0.003 0.008 0.077
H -1.358136 5.867325 3.140197 -0.045 0.019 0.031 0.087
H -1.260834 4.732915 4.478945 -0.039 0.006 0.017 0.083
H 0.841353 3.975147 3.103399 0.035 -0.018 -0.021 0.123
H 1.639997 2.279308 1.535900 0.020 -0.008 0.013 0.121
H 2.224630 2.769707 -1.293226 -0.043 0.017 -0.058 0.091
H 1.532769 1.645295 -2.452514 0.040 0.041 -0.062 0.040
H 3.279855 1.905499 -2.417900 0.000 0.005 -0.011 0.084
H 4.617656 0.404839 -1.255454 -0.013 0.000 -0.014 0.122
H 5.985381 -1.351167 -0.337890 0.011 -0.015 0.003 0.078
H 5.290806 -2.530747 0.783815 0.017 -0.011 0.001 0.074
H 5.905248 -0.996043 1.386274 0.035 -0.032 -0.011 0.089
H 3.137722 -1.866986 2.033629 0.004 0.013 0.022 0.123
H 0.819709 -1.840888 2.589204 -0.051 0.216 0.042 0.071
H -0.356962 -0.911898 1.629562 -0.046 0.169 0.203 0.054
H 0.600335 -0.113230 2.859515 -0.086 -0.001 0.008 0.101
C 1.066863 -5.148847 0.435535 0.018 0.171 -0.057 -0.141
C 0.635894 -3.847463 1.084471 -0.002 -0.235 -0.181 -0.182
N 0.299755 -2.907776 0.026824 -0.020 -0.227 -0.203 0.083
C 1.013795 -2.806047 -1.133449 -0.127 0.054 -0.008 -0.362
N 0.782127 -1.764341 -1.895610 -0.337 0.079 0.265 -0.103
C 1.534894 -1.628166 -3.133509 -0.074 -0.036 -0.010 -0.265
C 1.792190 -2.989644 -3.753793 0.047 0.088 0.136 -0.146
C 2.564599 -3.807157 -2.735416 0.016 0.118 -0.123 -0.136
N 1.867046 -3.802903 -1.453500 -0.067 -0.123 0.020 -0.019
C 2.224782 -4.849324 -0.499779 -0.034 -0.046 0.115 -0.133
H 0.233291 -5.561345 -0.135730 0.004 -0.063 0.036 0.126
H 1.368280 -5.873250 1.190156 0.017 -0.009 -0.004 0.124
H 1.442258 -3.457990 1.717214 -0.020 -0.144 -0.092 0.097
H -0.246823 -3.994766 1.705489 0.001 0.032 0.018 0.131
H -0.113753 -2.038011 0.320006 0.077 -0.144 -0.131 0.065
H 2.483673 -1.117586 -2.931300 -0.003 0.015 -0.066 0.114
H 0.960271 -0.990799 -3.815827 0.039 -0.013 0.007 0.072
H 2.359943 -2.899443 -4.678887 0.024 -0.034 0.007 0.123
H 0.839001 -3.474175 -3.975092 0.013 -0.011 -0.049 0.126
H 3.571825 -3.394412 -2.613025 0.024 -0.050 0.009 0.132
H 2.663047 -4.841892 -3.064905 -0.003 -0.021 0.057 0.126
H 3.106584 -4.546676 0.076469 0.020 0.001 -0.022 0.128
H 2.492566 -5.740606 -1.066515 0.015 0.028 -0.044 0.125



Entry 3:
11
Properties=species:S:1:pos:R:3:forces:R:3:lowdin_charge:R:1 method="wB97M-V/def2-TZVPD" orbital_gap_ev=6.480 e_tot_ev=-7754.03468 lumo_ev=4.57 multiplicity=1 smiles=CN([O-])CO charge=-1
C 0.379064 -0.803578 0.760301 -1.074 0.946 -0.848 -0.169
N 0.718591 0.365895 0.022625 1.221 0.356 0.655 -0.346
O 1.739065 0.101401 -0.968413 -1.492 0.322 0.317 -0.351
C -0.470137 1.032241 -0.501438 3.453 1.023 -3.542 -0.296
O -0.268725 1.104433 -1.949248 0.722 -0.019 1.345 -0.216
H -0.350500 -0.503076 1.516809 -0.436 -0.327 -0.127 0.074
H 0.086555 -1.646200 0.135514 -0.594 -0.406 -0.277 0.071
H 1.204706 -1.098094 1.288078 2.320 -0.944 1.390 0.028
H -1.307850 0.480190 -0.328326 -2.663 -1.620 0.684 0.052
H -0.546641 2.020457 -0.057571 -0.166 0.506 -0.030 0.087
H 0.770611 0.733324 -1.940758 -1.291 0.162 0.431 0.064



Entry 4:
44
Properties=species:S:1:pos:R:3:forces:R:3:lowdin_charge:R:1 method="wB97M-V/def2-TZVPD" orbital_gap_ev=5.177 e_tot_ev=-57579.62421 lumo_ev=-6.85 multiplicity=1 charge=+1
O 4.723135 -0.871209 2.883971 -0.032 -0.182 -0.031 0.065
N 3.781305 -1.340690 2.377093 -0.019 0.190 0.189 -0.101
O 4.026416 -1.648835 1.039559 -0.161 0.140 -0.284 -0.250
P 2.584665 -1.885247 0.138839 1.267 -0.189 0.639 0.540
C 0.794065 -2.181447 -0.837326 -0.615 -0.203 -0.736 -0.355
O -0.322832 -2.696911 -0.016931 0.883 0.399 -0.385 -0.422
C -0.929498 -1.635334 0.820750 -0.217 -0.292 -0.063 -0.186
O -2.251179 -1.965253 0.764513 -0.118 -0.070 0.123 -0.120
C -3.073624 -1.351090 1.778156 0.062 -0.085 0.017 -0.122
C -4.393560 -0.855874 1.157370 -0.038 0.092 0.018 -0.211
O -4.343176 -0.736789 -0.247487 0.201 0.205 -0.065 -0.054
O 3.198682 -1.221038 -1.272152 -0.241 -0.075 -0.121 -0.251
C 2.869162 0.126748 -1.520805 0.076 0.051 -0.040 -0.175
C 2.404926 0.721321 -0.182122 -0.111 -0.124 0.001 -0.304
C 1.310475 1.803803 -0.220719 -0.150 -0.105 0.073 -0.122
C 0.396464 1.763152 -1.447911 0.133 -0.075 -0.014 -0.211
C -0.671185 2.844714 -1.617905 0.069 -0.049 -0.094 -0.221
S -1.706149 3.182999 -0.229289 -0.167 -0.415 -0.191 0.583
O -2.192769 1.892548 0.209753 -0.010 0.080 0.143 -0.301
O -2.587421 4.237284 -0.579618 -0.094 -0.106 0.086 -0.232
O -0.755826 3.752219 0.889965 0.141 0.163 0.141 -0.128
O 1.885753 -0.398427 0.535198 -0.203 0.285 0.029 -0.274
H 3.041433 -3.140672 -0.323838 -0.085 0.002 -0.170 0.047
H 1.894516 -2.474568 1.232919 -0.210 0.173 0.028 0.051
H 0.468529 -1.289214 -1.388274 -0.027 0.100 0.095 0.076
H 1.036916 -2.975718 -1.603459 0.987 -0.080 0.346 -0.022
H -0.439160 -1.709568 1.793394 -0.145 -0.125 0.062 0.161
H -0.698326 -0.672224 0.361655 0.076 0.047 -0.144 0.129
H -3.248312 -2.108470 2.543614 -0.068 0.114 0.072 0.133
H -2.547282 -0.511382 2.232040 0.166 0.010 -0.094 0.126
H -4.612050 0.118928 1.593944 -0.165 -0.063 0.180 0.126
H -5.204104 -1.536716 1.410105 0.002 -0.033 -0.135 0.123
H -3.947267 0.123888 -0.439580 -0.063 -0.073 -0.069 0.074
H 3.735432 0.650032 -1.926470 0.056 -0.008 0.089 0.140
H 2.088684 0.163484 -2.287203 -0.003 -0.026 0.051 0.100
H 3.271241 1.099606 0.366810 -0.004 0.009 -0.016 0.153
H 1.721161 2.807580 -0.102234 0.165 -0.061 -0.049 0.134
H 0.739471 1.574933 0.683975 -0.058 0.187 0.002 0.102
H 1.034011 1.830715 -2.330859 -0.168 0.042 -0.098 0.116
H -0.112626 0.797474 -1.504468 0.039 -0.064 0.057 0.094
H -0.285062 3.786338 -2.005603 0.034 0.058 0.191 0.122
H -1.422196 2.477975 -2.322686 0.100 0.171 -0.161 0.114
H -0.399963 3.038399 1.439074 -0.051 0.027 0.018 0.089
Sn -0.862877 -3.587465 -1.845759 -1.233 -0.042 0.310 1.665



Entry 5:
9
Properties=species:S:1:pos:R:3:forces:R:3:lowdin_charge:R:1 method="wB97M-V/def2-TZVPD" orbital_gap_ev=5.497 e_tot_ev=-11249.78470 lumo_ev=-1.89 multiplicity=1
C 0.370081 -1.073555 -0.005920 -0.616 -0.235 0.834 -0.058
O -0.501370 0.899718 0.042083 1.545 0.437 0.072 -0.286
C 1.026632 0.085815 0.169685 -0.916 1.732 -1.513 -0.419
C -1.008524 -0.426541 -0.078269 0.252 -0.936 0.196 -0.292
O 1.975886 0.858526 0.080284 -0.200 0.038 0.698 -0.069
H 0.680207 -2.085082 0.241741 0.037 0.257 -0.345 0.082
H -1.522926 -0.593958 -1.041267 0.012 0.130 0.374 0.103
H -1.659678 -0.677214 0.778277 -0.035 0.072 -0.420 0.102
Ag 0.639693 3.012295 -0.186613 -0.080 -1.496 0.104 0.836



Entry 6:
18
Properties=species:S:1:pos:R:3:forces:R:3:lowdin_charge:R:1 method="wB97M-V/def2-TZVPD" orbital_gap_ev=9.965 e_tot_ev=-20624.66784 lumo_ev=-0.15 multiplicity=1
C -1.655803 -1.034383 -0.632395 2.911 4.003 4.189 0.039
C 0.166384 1.179066 0.587140 -0.303 -3.669 -2.165 -0.360
C 0.147435 -0.439117 0.093073 -2.418 -0.732 -1.396 -0.046
N -0.338233 1.947231 -0.508023 0.148 0.445 -0.096 0.085
N 1.061542 -0.862950 -1.003654 -0.045 0.226 -0.001 -0.369
N 0.516532 -1.344864 1.240682 -1.677 2.053 -1.751 -0.381
O 1.136369 -2.041934 -1.290389 -0.451 0.294 0.042 0.089
O 1.622205 -1.756150 1.290411 1.584 -0.946 0.818 0.140
O 1.657841 0.023200 -1.562611 0.551 0.535 -0.488 0.097
O -0.397072 -1.458713 2.010496 -0.352 -0.661 1.610 0.099
O 1.472369 1.392393 0.934005 -2.208 0.274 3.965 0.060
F -2.421644 -0.992689 0.452470 -1.070 -0.407 0.820 -0.010
H -1.989431 -0.208275 -1.192465 0.281 0.310 -1.852 0.095
H -1.378260 -1.977939 -0.841708 0.579 -3.053 -1.709 0.066
H -0.536994 1.016154 1.414951 0.614 0.948 0.382 0.151
H -1.320710 2.177823 -0.544304 0.062 -0.158 0.519 0.089
H 0.200629 2.770993 -0.720920 0.170 -0.016 0.068 0.092
H 2.056840 1.610153 0.273239 1.624 0.554 -2.953 0.062